Computed, not measured: a cluster of 2 separate species, C2H9NS in total at a distorted geometry, with ωB97M-V with the def2-TZVPD basis set.

```
! RIJCOSX wB97M-V def2-TZVPD def2/J DEFGRID3
* xyz 0 1
C -1.266 0.605 -0.791
N -0.755 0.651 0.552
C -0.812 2.047 1.011
H -2.212 1.165 -0.885
H -1.270 -0.296 -1.381
H -0.720 1.280 -1.471
H -1.391 0.175 1.214
H -1.852 2.398 0.881
H -0.443 2.082 2.030
H -0.210 2.674 0.361
S 1.478 -1.716 -0.392
H 0.294 -1.953 0.167
H 1.909 -0.538 0.128
*
```

## Properties
LUMO level (eV): 0.949
E_HOMO (eV): -9.1
E (Ha): -534.4900
Molecular weight (g mol⁻¹): 79.2
SMILES string: CNC.S
Energy relative to the best compared isomer or geometry (same formula, charge and spin) (eV): 1.080
HOMO-LUMO gap (eV): 10.020

Computed, not measured: a cluster of 3 separate species, C2H9NS in total at a distorted geometry, with ωB97M-V with the def2-TZVPD basis set.

```
! RIJCOSX wB97M-V def2-TZVPD def2/J DEFGRID3
* xyz 0 1
H -0.006 -0.302 3.736
H 0.531 -0.285 4.217
C -0.777 -0.791 0.623
C 0.522 -0.086 0.488
S 0.627 -1.716 -0.233
H -1.618 -0.762 -0.053
H -0.960 -1.288 1.566
H 0.707 0.673 -0.261
H 1.080 0.235 1.361
N 0.119 1.145 -2.915
H 0.055 1.539 -1.989
H -0.558 1.475 -3.560
H 0.278 0.166 -2.979
*
```

## Properties
LUMO level (eV): 0.967
E_HOMO (eV): -8.8
E (Ha): -534.4599
Molecular weight (g mol⁻¹): 79.2
SMILES string: [H][H].C1CS1.N
Energy relative to the best compared isomer or geometry (same formula, charge and spin) (eV): 1.899
HOMO-LUMO gap (eV): 9.802

Computed, not measured: a cluster of 3 separate species, C2H9NS in total at a distorted geometry, with ωB97M-V with the def2-TZVPD basis set.

```
! RIJCOSX wB97M-V def2-TZVPD def2/J DEFGRID3
* xyz 1 2
N -2.166 -0.368 2.369
H -2.543 0.428 2.886
H 3.078 6.117 1.593
H -2.997 -0.652 1.836
H -1.554 -0.021 1.640
C -0.268 -2.061 -1.810
C 0.997 -1.279 -1.649
S -0.289 -0.842 -0.457
H 3.726 5.757 1.599
H -0.726 -1.746 -2.741
H -0.318 -3.066 -1.425
H 1.149 -0.428 -2.312
H 1.911 -1.840 -1.528
*
```

## Properties
LUMO level (spin up / spin down) (eV): -4.731 / -9.190
E_HOMO (spin up / spin down) (eV): -14.0 / -13.8
E (Ha): -534.1244
Expectation value of S²: 0.754
Molecular weight (g mol⁻¹): 79.2
Energy relative to the best compared isomer or geometry (same formula, charge and spin) (eV): 2.706
HOMO-LUMO gap (spin up / spin down) (eV): 9.281 / 4.658